No. 1
{"formula": "C2H3NOS4", "method": "the ωB97M-V functional and the def2-TZVPD basis", "species": ["C", "C", "N", "O", "S", "S", "S", "S", "H", "H", "H"], "positions_angstrom": [[-2.2391, 1.1246, 1.2947], [0.4830, 0.5061, 0.0231], [1.1180, -0.5081, -0.6627], [-0.1524, 1.3619, -0.5865], [-2.1413, 1.6827, -0.1090], [0.9728, -0.6703, -2.3580], [1.5919, -1.9101, 0.3475], [0.5109, 0.3871, 1.6841], [-2.8105, 0.6412, 2.1276], [2.3131, -0.6993, -2.3887], [0.3536, -1.9157, 0.6279]], "energy_ha": -1800.5764, "e_above_lowest_kj_mol": 235.0, "gap_ev": [6.32, 6.32], "largest_force_ev_per_a": 2.76, "e_lumo_ev": [-1.2251, -1.2256]}


No. 2
{"formula": "C16H42NO10P3", "method": "the ωB97M-V functional and the def2-TZVPD basis", "species": ["C", "C", "O", "P", "O", "O", "C", "C", "O", "C", "C", "H", "H", "H", "H", "H", "H", "H", "H", "H", "H", "H", "H", "H", "H", "H", "C", "C", "O", "P", "O", "O", "C", "C", "O", "C", "C", "H", "H", "H", "H", "H", "H", "H", "H", "H", "H", "H", "H", "H", "H", "H", "N", "C", "C", "P", "C", "C", "O", "O", "H", "H", "H", "H", "H", "H", "H", "H", "H", "H", "H", "H"], "positions_angstrom": [[-1.4453, -3.8786, 2.1901], [-0.8757, -4.0927, 3.5800], [0.4430, -3.5814, 3.7283], [0.7963, -1.9841, 3.7971], [-0.3507, -1.3577, 4.4959], [1.9701, -1.9392, 4.9156], [1.8031, -1.2547, 6.1553], [1.2849, -2.1937, 7.2241], [1.9614, -2.0522, 2.6713], [1.7567, -2.6538, 1.3913], [1.0301, -1.7515, 0.4200], [-1.4752, -2.8128, 1.9487], [-2.4610, -4.2713, 2.1269], [-0.8421, -4.3773, 1.4299], [-1.5573, -3.6730, 4.3230], [-0.7971, -5.1602, 3.7915], [1.1579, -0.3849, 6.0419], [2.7893, -0.8853, 6.4429], [0.3331, -2.6386, 6.9326], [1.1478, -1.6646, 8.1683], [1.9873, -3.0135, 7.3811], [1.2686, -3.6204, 1.4989], [2.7514, -2.8622, 0.9953], [0.0691, -1.4162, 0.8238], [0.8585, -2.2542, -0.5328], [1.6208, -0.8591, 0.2286], [1.0231, 2.9896, -4.3987], [1.7551, 2.2939, -3.2684], [2.1991, 3.1942, -2.2537], [1.1446, 3.8529, -1.1877], [0.1306, 2.7985, -0.9425], [2.0153, 3.8441, 0.1828], [1.6225, 3.0468, 1.2968], [2.2888, 1.6913, 1.2281], [1.5852, 5.3930, -1.3940], [1.6617, 6.0225, -2.6720], [0.2994, 6.4314, -3.1968], [0.1575, 3.5423, -4.0246], [0.6745, 2.2596, -5.1300], [1.6746, 3.6971, -4.9140], [1.1337, 1.5045, -2.8434], [2.6505, 1.8110, -3.6610], [0.5392, 2.9550, 1.3556], [1.9456, 3.5726, 2.1972], [2.0383, 1.1791, 0.3001], [1.9756, 1.0682, 2.0682], [3.3746, 1.7918, 1.2525], [2.2008, 5.3983, -3.3835], [2.2737, 6.9134, -2.5262], [-0.3775, 5.5756, -3.2508], [0.3896, 6.8743, -4.1887], [-0.1591, 7.1643, -2.5325], [-3.3698, 0.7539, -1.2408], [-4.4050, -0.2422, -1.4698], [-4.0032, -1.6878, -1.0998], [-2.7436, -2.4459, -2.3208], [-1.3084, -3.0697, -3.4685], [-0.1488, -2.1119, -3.6545], [0.9746, -2.4541, -3.3690], [-0.3338, -0.8799, -4.1805], [-2.8414, 0.5683, -0.4007], [-2.7212, 0.8404, -2.0073], [-4.7646, -0.2314, -2.4981], [-5.2361, 0.0100, -0.8112], [-4.8781, -2.3280, -0.9656], [-3.5075, -1.6314, -0.1259], [-3.7230, -3.2568, -2.9411], [-2.5345, -1.1274, -2.8452], [-2.0298, -2.9806, -1.2014], [-1.7072, -3.3475, -4.4474], [-0.8906, -3.9524, -2.9945], [-1.2703, -0.6577, -4.2403]], "energy_ha": -2466.0798, "gap_ev": 8.96, "smiles": "CCOP(=O)(OCC)OCC.CCOP(=O)(OCC)OCC.NCC[PH3]CC(=O)O", "largest_force_ev_per_a": 6.14, "e_lumo_ev": 0.3562}


No. 3
{"formula": "C16H28BF8N2O4S2Si3V", "method": "the ωB97M-V functional and the def2-TZVPD basis", "species": ["V", "F", "C", "F", "F", "S", "O", "O", "N", "S", "O", "O", "C", "F", "F", "F", "C", "Si", "C", "C", "C", "Si", "C", "C", "C", "Si", "C", "C", "C", "C", "C", "C", "C", "N", "H", "H", "H", "H", "H", "H", "H", "H", "H", "H", "H", "H", "H", "H", "H", "H", "H", "H", "H", "H", "H", "H", "H", "H", "H", "H", "H", "H", "F", "B", "F"], "positions_angstrom": [[0.8686, 0.7495, -0.0985], [1.0692, 2.1188, 5.3315], [1.7909, 1.3018, 4.5765], [1.3365, 0.0589, 4.7268], [3.0611, 1.3604, 4.9610], [1.6627, 1.7886, 2.7916], [0.3268, 1.4319, 2.3688], [2.0352, 3.1609, 2.6936], [2.7292, 0.7462, 2.2424], [3.1191, 0.8843, 0.7408], [2.7082, 2.1375, 0.1490], [2.7777, -0.2904, -0.0318], [4.9837, 0.9666, 0.7989], [5.4212, 0.5838, 1.9907], [5.3469, 2.2240, 0.5805], [5.5126, 0.1871, -0.1306], [-1.3530, -3.5286, 0.5725], [0.1232, -2.3511, 0.3337], [1.4366, -3.3452, -0.5995], [0.7743, -2.0180, 2.0735], [-0.4196, -0.7493, -0.5635], [-0.6994, -1.0445, -2.4300], [-1.7790, -2.5765, -2.7376], [-1.5936, 0.4310, -3.2372], [0.9252, -1.3690, -3.3514], [-2.0205, -0.0866, 0.2218], [-2.3467, -0.2300, 2.0824], [-3.6746, -0.6113, -0.5451], [-1.7639, 1.7775, -0.0845], [-2.7308, 2.7672, -0.1456], [-2.3589, 4.1017, -0.2107], [-1.0077, 4.4104, -0.1393], [-0.0889, 3.3847, -0.0851], [-0.4507, 2.0912, -0.1048], [-1.0122, -4.4401, 1.0700], [-1.8183, -3.8179, -0.3705], [-2.1298, -3.0873, 1.2022], [1.7162, -4.2198, -0.0078], [2.3358, -2.7475, -0.7591], [1.0815, -3.6977, -1.5697], [1.0179, -2.9592, 2.5717], [0.0462, -1.4950, 2.6957], [1.6837, -1.4246, 2.0480], [-2.7305, -2.5193, -2.2077], [-1.2709, -3.4905, -2.4222], [-1.9926, -2.6719, -3.8051], [-2.6310, 0.1936, -3.4792], [-1.0998, 0.7220, -4.1659], [-1.5867, 1.3002, -2.5820], [0.8521, -2.2511, -3.9898], [1.7459, -1.5249, -2.6505], [1.1899, -0.5240, -3.9892], [-2.4726, -1.2663, 2.3998], [-3.2629, 0.3079, 2.3350], [-1.5356, 0.2141, 2.6541], [-3.8197, -1.6886, -0.4409], [-3.7505, -0.3598, -1.6036], [-4.5004, -0.1238, -0.0216], [-3.7746, 2.4803, -0.1605], [-3.1011, 4.8845, -0.2931], [-0.6607, 5.4337, -0.1404], [0.9670, 3.6084, -0.0341], [0.8255, 2.3438, -2.6403], [1.3804, 1.3376, -1.9377], [2.5859, 1.0194, -2.4460]], "energy_ha": -4469.7306, "e_above_lowest_kj_mol": 0.0, "gap_ev": [8.19, 8.67], "spin_multiplicity": 3, "largest_force_ev_per_a": 3.56, "s_squared": 2.021, "e_lumo_ev": [-0.5947, -0.4906]}


No. 4
{"formula": "H80O40", "method": "the ωB97M-V functional and the def2-TZVPD basis", "species": ["H", "H", "O", "H", "H", "O", "H", "H", "O", "H", "H", "O", "H", "H", "O", "H", "O", "H", "O", "H", "H", "O", "H", "H", "O", "H", "H", "O", "H", "H", "O", "H", "O", "H", "H", "O", "H", "H", "O", "H", "H", "O", "H", "H", "O", "H", "H", "O", "H", "H", "O", "H", "O", "H", "H", "O", "H", "O", "H", "H", "O", "H", "H", "O", "H", "H", "O", "H", "H", "O", "H", "H", "O", "H", "H", "O", "H", "H", "O", "H", "H", "O", "H", "H", "O", "H", "H", "O", "H", "O", "H", "H", "O", "H", "H", "H", "H", "H", "H", "O", "H", "H", "O", "H", "H", "O", "H", "H", "O", "H", "H", "O", "H", "H", "O", "H", "H", "O", "H", "H"], "positions_angstrom": [[3.4243, 2.6050, 1.8585], [2.9530, 3.8688, 1.4248], [2.6135, 3.0972, 1.9579], [-5.2120, 2.5757, 0.5368], [-5.9234, 2.2949, -0.8030], [-6.0619, 2.5225, 0.1151], [-4.1269, -4.9749, 0.3436], [-5.2041, -3.8926, 0.1775], [-4.2541, -4.0220, 0.2925], [0.3715, -3.8914, 3.2651], [-0.7056, -2.9894, 2.8269], [-0.0148, -3.5851, 2.4441], [5.9628, 0.1477, 0.6177], [6.5147, 1.4802, 1.5085], [5.8230, 1.0027, 1.0565], [4.4533, -1.5177, -0.2504], [5.3864, -1.2962, -0.2127], [1.8494, -5.1730, -2.2583], [2.0285, -4.6669, -3.0488], [-2.8809, 1.5257, -3.9880], [-1.6944, 0.6989, -4.5415], [-2.6127, 0.6348, -4.2595], [4.1265, -2.8477, 3.6858], [3.6038, -3.2672, 2.2627], [4.3882, -3.1823, 2.8113], [-2.7894, -1.5840, 3.2413], [-1.4613, -1.0459, 3.4884], [-1.8868, -1.6963, 2.9107], [0.8816, -1.5307, 3.5613], [1.0051, -1.7519, 2.0577], [0.9977, -1.0591, 2.7381], [4.6094, 1.2828, -2.5325], [5.1342, 0.5732, -2.8967], [-3.2826, 2.3288, -1.1317], [-4.4321, 1.4189, -1.6578], [-3.9781, 2.3067, -1.8128], [-5.7405, 1.4189, 2.7375], [-4.3200, 0.6105, 3.1408], [-5.1012, 1.0753, 3.3518], [1.1816, 3.9251, -4.9365], [1.7603, 2.7516, -3.9777], [1.9221, 3.5769, -4.4455], [-5.6867, 0.8430, -3.2292], [-4.2942, 0.6218, -2.8400], [-5.1844, 0.2727, -2.6220], [1.6522, 1.1728, 0.5754], [1.7816, 0.0129, 1.4028], [1.0933, 0.6294, 1.1388], [-2.9928, 0.2711, 0.2527], [-4.3027, -0.1937, 0.6638], [-3.9285, 0.5375, 0.1437], [0.0266, -4.8878, -0.6879], [0.4245, -4.0293, -0.4958], [2.9414, -3.4058, -0.1301], [2.6021, -4.5532, -0.7971], [3.3428, -4.2799, -0.2484], [4.2089, 0.2790, -0.1230], [3.2343, 0.1596, -0.1529], [-1.0198, 1.3545, -1.6450], [-0.0237, 0.3050, -0.9224], [-0.2305, 0.8046, -1.7104], [-2.6193, -4.4816, 3.7122], [-3.8028, -4.3348, 2.6854], [-3.1237, -3.8634, 3.1836], [-1.3869, -1.5527, 1.2094], [-0.3858, -1.5138, 0.0135], [-1.1981, -1.1621, 0.3508], [-2.1474, 3.9843, -3.2926], [-0.5297, 4.1918, -3.0918], [-1.3141, 4.3080, -3.6254], [-0.7466, 1.8163, 4.4814], [-0.0690, 1.5681, 5.8363], [-0.8940, 1.5300, 5.3871], [-1.8430, 4.6843, -0.3689], [-3.1920, 4.5545, -1.0475], [-2.2887, 4.2304, -1.0860], [3.4982, 5.6477, 0.1555], [1.8996, 5.5663, 0.5393], [2.8148, 5.5345, 0.8256], [0.7560, -1.6073, -1.2394], [1.6773, -2.9724, -1.7321], [1.4724, -2.0568, -1.5946], [2.2627, 1.6330, 3.4237], [0.9813, 1.1596, 2.9516], [1.4776, 1.1975, 3.7609], [1.0908, 2.1681, -1.3401], [0.9815, 2.7745, -2.7685], [1.2638, 2.9449, -1.8743], [-0.8900, -4.8912, -3.7091], [-0.6377, -5.0333, -2.7800], [1.3546, -2.2768, -4.0546], [-0.2147, -1.9881, -4.2003], [0.6187, -2.0942, -4.6442], [1.0743, -4.2815, 0.1878], [5.6676, -2.0621, 0.3165], [2.9875, 0.2179, -1.0787], [1.3469, -4.9693, -3.6596], [5.6693, 0.8010, -3.6594], [-1.0180, -5.9213, -2.6992], [1.4790, 0.8347, -3.9399], [0.9103, 0.1239, -3.5945], [1.6442, 0.2464, -4.7020], [2.4078, -2.5391, 4.6846], [1.7756, -2.0803, 5.2514], [2.0303, -3.2630, 4.1834], [-3.1635, -2.2789, -1.9732], [-3.8218, -1.6369, -2.2493], [-2.3719, -1.8750, -1.6058], [-0.3789, -1.0035, 5.5736], [-0.9384, -0.2671, 5.9246], [-0.9835, -1.5240, 6.1318], [-1.5747, 1.9883, 0.9810], [-0.6761, 1.6357, 0.9340], [-1.4823, 2.5737, 1.7461], [-3.2031, 5.3312, 1.0381], [-2.6103, 6.0765, 0.9627], [-3.7032, 5.2152, 1.8441], [3.9054, 4.8137, -2.1664], [4.1251, 3.8806, -2.0601], [3.0839, 4.6352, -2.6715]], "energy_ha": -3057.3786, "e_above_lowest_kj_mol": 994.4, "gap_ev": 9.73, "largest_force_ev_per_a": 4.89, "e_lumo_ev": -0.5135}


No. 5
{"formula": "C4H6ClN3", "method": "the ωB97M-V functional and the def2-TZVPD basis", "species": ["C", "N", "N", "C", "N", "C", "C", "Cl", "H", "H", "H", "H", "H", "H"], "positions_angstrom": [[0.7634, -0.6475, -3.8136], [-0.4782, -0.8268, -3.5975], [-0.8534, -0.6812, -2.2843], [-0.0312, -0.4733, -1.1738], [-0.6044, -0.2378, -0.0583], [0.1952, 0.0858, 1.0560], [-0.4112, 0.3558, 2.2188], [0.5251, 1.0810, 3.5208], [1.5096, -0.1821, -3.1638], [1.0071, -0.8707, -4.8441], [-1.8216, -0.7962, -2.0635], [1.0324, -0.4478, -1.3390], [1.2676, 0.0065, 0.9322], [-1.4665, 0.2088, 2.4805]], "energy_ha": -780.3891, "e_above_lowest_kj_mol": 331.2, "gap_ev": 8.57, "smiles": "C=NN/C=N/C=C/Cl", "largest_force_ev_per_a": 1.88, "e_lumo_ev": 0.2750}


No. 6
{"formula": "C10H31Cl2O7P2ReSbSi3", "method": "the ωB97M-V functional and the def2-TZVPD basis", "species": ["Re", "Cl", "C", "Cl", "H", "H", "O", "P", "O", "O", "O", "P", "O", "O", "O", "H", "H", "C", "Si", "C", "C", "Sb", "Si", "C", "C", "C", "Si", "C", "C", "C", "H", "H", "H", "H", "H", "H", "H", "H", "H", "H", "H", "H", "H", "H", "H", "H", "H", "H", "H", "H", "H", "H", "H", "H", "H", "H", "H"], "positions_angstrom": [[0.8021, 0.5859, -0.1068], [2.8151, 0.5230, -1.3707], [2.6636, 2.2502, -1.8762], [1.0764, 2.6877, -1.0987], [2.5812, 2.3292, -2.9554], [3.4646, 2.8440, -1.4486], [-1.7090, 0.1315, -1.2642], [-2.1718, 0.0571, 0.2675], [-3.5200, 0.5066, 0.5492], [-0.9508, 0.7291, 1.0123], [-1.9353, -1.5015, 0.6242], [-0.5478, -2.3405, 0.5261], [-0.5120, -2.9497, -0.9156], [-0.5099, -3.2540, 1.6656], [0.6225, -1.2929, 0.4920], [-2.4534, 0.1350, -1.8888], [-0.9093, -3.8294, -1.0023], [-2.7958, -3.2278, 3.9528], [-2.7111, -1.4460, 4.3870], [-3.9921, -0.3247, 3.6937], [-2.2589, -1.1235, 6.1568], [-0.3963, -0.5026, 3.3633], [1.9009, -1.7572, 3.8101], [3.1940, -0.5847, 3.1829], [2.0357, -3.4473, 3.1132], [1.6775, -1.7158, 5.6585], [-0.2637, 2.0851, 3.8887], [-1.7034, 2.9719, 3.1515], [1.3624, 2.7410, 3.2868], [-0.3456, 2.0065, 5.7519], [-3.8136, -3.5892, 4.1254], [-2.1131, -3.8109, 4.5732], [-2.5368, -3.4074, 2.9106], [-4.9740, -0.6052, 4.0862], [-4.0477, -0.3626, 2.6054], [-3.8006, 0.7093, 3.9838], [-3.0508, -1.5729, 6.7672], [-2.2150, -0.0660, 6.4093], [-1.3238, -1.6007, 6.4573], [2.9166, -0.1506, 2.2197], [4.1292, -1.1328, 3.0406], [3.3870, 0.2265, 3.8859], [2.2695, -3.4210, 2.0493], [1.1288, -4.0341, 3.2425], [2.8593, -3.9390, 3.6422], [1.3528, -0.7479, 6.0475], [2.6380, -1.9377, 6.1343], [0.9676, -2.4790, 5.9850], [-1.7146, 2.9035, 2.0651], [-1.6207, 4.0264, 3.4332], [-2.6618, 2.6038, 3.5172], [1.3172, 2.9768, 2.2223], [2.1996, 2.0654, 3.4531], [1.5709, 3.6725, 3.8216], [-1.3825, 1.9540, 6.0862], [0.0794, 2.9272, 6.1630], [0.2029, 1.1795, 6.2050]], "energy_ha": -3716.0817, "e_above_lowest_kj_mol": 342.6, "gap_ev": [6.69, 6.25], "spin_multiplicity": 2, "total_charge": 2, "largest_force_ev_per_a": 1.12, "s_squared": 1.142, "e_lumo_ev": [-7.9660, -7.9769]}


What did the third record say?
{"formula": "C16H28BF8N2O4S2Si3V", "method": "the ωB97M-V functional and the def2-TZVPD basis", "species": ["V", "F", "C", "F", "F", "S", "O", "O", "N", "S", "O", "O", "C", "F", "F", "F", "C", "Si", "C", "C", "C", "Si", "C", "C", "C", "Si", "C", "C", "C", "C", "C", "C", "C", "N", "H", "H", "H", "H", "H", "H", "H", "H", "H", "H", "H", "H", "H", "H", "H", "H", "H", "H", "H", "H", "H", "H", "H", "H", "H", "H", "H", "H", "F", "B", "F"], "positions_angstrom": [[0.8686, 0.7495, -0.0985], [1.0692, 2.1188, 5.3315], [1.7909, 1.3018, 4.5765], [1.3365, 0.0589, 4.7268], [3.0611, 1.3604, 4.9610], [1.6627, 1.7886, 2.7916], [0.3268, 1.4319, 2.3688], [2.0352, 3.1609, 2.6936], [2.7292, 0.7462, 2.2424], [3.1191, 0.8843, 0.7408], [2.7082, 2.1375, 0.1490], [2.7777, -0.2904, -0.0318], [4.9837, 0.9666, 0.7989], [5.4212, 0.5838, 1.9907], [5.3469, 2.2240, 0.5805], [5.5126, 0.1871, -0.1306], [-1.3530, -3.5286, 0.5725], [0.1232, -2.3511, 0.3337], [1.4366, -3.3452, -0.5995], [0.7743, -2.0180, 2.0735], [-0.4196, -0.7493, -0.5635], [-0.6994, -1.0445, -2.4300], [-1.7790, -2.5765, -2.7376], [-1.5936, 0.4310, -3.2372], [0.9252, -1.3690, -3.3514], [-2.0205, -0.0866, 0.2218], [-2.3467, -0.2300, 2.0824], [-3.6746, -0.6113, -0.5451], [-1.7639, 1.7775, -0.0845], [-2.7308, 2.7672, -0.1456], [-2.3589, 4.1017, -0.2107], [-1.0077, 4.4104, -0.1393], [-0.0889, 3.3847, -0.0851], [-0.4507, 2.0912, -0.1048], [-1.0122, -4.4401, 1.0700], [-1.8183, -3.8179, -0.3705], [-2.1298, -3.0873, 1.2022], [1.7162, -4.2198, -0.0078], [2.3358, -2.7475, -0.7591], [1.0815, -3.6977, -1.5697], [1.0179, -2.9592, 2.5717], [0.0462, -1.4950, 2.6957], [1.6837, -1.4246, 2.0480], [-2.7305, -2.5193, -2.2077], [-1.2709, -3.4905, -2.4222], [-1.9926, -2.6719, -3.8051], [-2.6310, 0.1936, -3.4792], [-1.0998, 0.7220, -4.1659], [-1.5867, 1.3002, -2.5820], [0.8521, -2.2511, -3.9898], [1.7459, -1.5249, -2.6505], [1.1899, -0.5240, -3.9892], [-2.4726, -1.2663, 2.3998], [-3.2629, 0.3079, 2.3350], [-1.5356, 0.2141, 2.6541], [-3.8197, -1.6886, -0.4409], [-3.7505, -0.3598, -1.6036], [-4.5004, -0.1238, -0.0216], [-3.7746, 2.4803, -0.1605], [-3.1011, 4.8845, -0.2931], [-0.6607, 5.4337, -0.1404], [0.9670, 3.6084, -0.0341], [0.8255, 2.3438, -2.6403], [1.3804, 1.3376, -1.9377], [2.5859, 1.0194, -2.4460]], "energy_ha": -4469.7306, "e_above_lowest_kj_mol": 0.0, "gap_ev": [8.19, 8.67], "spin_multiplicity": 3, "largest_force_ev_per_a": 3.56, "s_squared": 2.021, "e_lumo_ev": [-0.5947, -0.4906]}